[1]
77
Properties=species:S:1:pos:R:3:mulliken_charge:R:1 method="wB97M-V/def2-TZVPD" total_charge=0 relative_energy_kcal_mol=215.53
N 2.530 1.287 1.061 -0.241
C 1.910 2.442 0.798 0.407
N 0.897 2.383 0.055 0.299
O 2.284 3.612 1.520 -0.844
H 3.534 1.320 1.440 0.346
H 2.240 0.532 0.431 0.203
H 0.441 3.246 -0.142 0.100
H 0.575 1.621 -0.559 0.044
N -2.224 0.679 0.775 -0.350
C -1.598 0.251 1.827 0.206
N -0.453 0.900 1.870 -0.041
O -1.930 -0.814 2.663 -0.704
H -3.246 0.279 0.760 0.316
H -2.220 1.720 0.562 0.416
H 0.318 0.813 2.622 0.003
H -0.165 1.577 1.093 0.084
N 0.784 -0.953 -0.024 1.808
C 0.333 -0.657 -1.247 0.581
N -0.729 0.138 -1.307 0.680
O 0.831 -1.287 -2.368 -0.805
H 1.497 -1.671 0.043 -0.012
H 0.564 -0.359 0.777 -1.343
H -0.920 0.626 -2.237 -0.601
H -1.329 0.205 -0.438 0.271
N 1.799 2.731 4.017 -0.212
C 1.442 1.580 4.397 0.503
N 1.605 0.625 3.524 -0.160
O 1.036 1.365 5.678 -0.794
H 1.527 3.385 4.765 0.242
H 2.118 3.057 3.092 0.303
H 1.492 -0.267 3.947 0.092
H 2.091 0.712 2.567 0.163
C 0.058 3.154 -3.482 -0.629
C 0.067 1.762 -4.046 -0.362
O -1.234 1.226 -4.130 -0.484
H -0.261 3.215 -2.455 -0.068
H -0.670 3.753 -4.038 0.363
H 1.107 3.518 -3.524 0.324
H 0.810 1.304 -3.436 0.140
H 0.559 1.788 -5.048 0.388
H -1.698 1.651 -4.829 0.316
C -3.811 -1.908 -4.277 -1.250
C -2.535 -1.833 -3.423 0.137
O -2.790 -1.113 -2.238 -0.610
H -4.764 -1.488 -3.816 0.274
H -3.892 -2.909 -4.681 0.370
H -3.601 -1.233 -5.164 0.245
H -1.582 -1.520 -3.867 0.343
H -2.240 -2.821 -3.033 0.079
H -1.920 -0.892 -1.968 0.338
C 0.310 -3.152 2.870 -0.593
C 1.675 -2.760 3.294 -0.068
O 1.598 -1.868 4.417 -0.636
H -0.233 -2.432 2.183 0.077
H -0.229 -3.212 3.791 0.372
H 0.296 -4.095 2.329 0.193
H 2.207 -2.241 2.471 -0.359
H 2.247 -3.593 3.691 0.485
H 1.277 -2.451 5.140 0.321
C -0.536 -4.019 -0.713 -0.417
O -1.269 -3.024 0.041 -0.553
H -0.629 -3.600 -1.744 0.077
H -1.012 -5.042 -0.803 0.314
H 0.541 -4.054 -0.391 0.163
H -0.674 -2.253 0.088 0.056
C 4.124 -1.370 1.061 -0.836
O 3.199 -1.774 0.067 -0.518
H 4.781 -0.635 0.707 0.348
H 4.708 -2.257 1.328 0.260
H 3.567 -0.904 1.863 0.322
H 3.575 -1.460 -0.732 0.300
C -3.340 3.043 -0.990 -0.888
O -2.040 3.333 -0.476 -0.612
H -4.037 3.013 -0.219 0.339
H -3.298 2.107 -1.406 0.222
H -3.511 3.647 -1.851 0.423
H -1.903 4.294 -0.521 0.335



[2]
37
Properties=species:S:1:pos:R:3:mulliken_charge:R:1 method="wB97M-V/def2-TZVPD" total_charge=+3 relative_energy_kcal_mol=16.24
C -1.957 0.133 -0.420 -0.550
C -1.731 -0.576 0.932 0.959
H -2.858 0.761 -0.426 0.540
H -2.100 -0.592 -1.232 0.418
H -1.284 1.071 -0.532 0.031
O -2.501 -1.446 1.329 -0.371
I 1.484 -0.709 1.295 0.277
Hf 0.457 0.669 -1.134 0.710
P -0.024 -2.222 -1.006 0.290
C -0.288 -3.398 0.387 -1.223
C -1.481 -2.837 -1.959 -1.422
H 1.674 -2.430 -2.677 0.407
H 1.104 -4.032 -2.137 0.427
H 2.229 -3.086 -1.128 0.395
C 1.381 -3.025 -1.811 -1.045
H -1.538 -2.310 -2.917 0.447
H -1.376 -3.916 -2.142 0.491
H -0.518 -4.400 -0.005 0.468
H -1.135 -3.082 1.007 0.315
H -2.398 -2.652 -1.383 0.420
H 0.598 -3.469 1.021 0.501
C -0.625 -0.042 1.841 0.045
O -0.805 0.388 2.961 -0.264
Cl 1.644 1.266 -3.016 -0.245
C -0.010 4.218 -0.465 -1.223
P 0.025 2.690 0.505 0.742
C 1.283 2.993 1.799 -1.159
C -1.505 3.052 1.516 -1.178
H 0.703 4.164 -1.290 0.443
H 0.235 5.070 0.177 0.420
H -1.010 4.370 -0.883 0.440
H 1.048 3.931 2.317 0.498
H 1.303 2.175 2.525 0.338
H 2.270 3.078 1.333 0.425
H -1.282 3.915 2.171 0.472
H -2.338 3.322 0.847 0.417
H -1.812 2.210 2.155 0.346



[3]
59
Properties=species:S:1:pos:R:3:mulliken_charge:R:1 method="wB97M-V/def2-TZVPD" total_charge=+1
C -2.271 6.088 2.817 -1.070
C -3.491 5.069 2.628 -0.472
C -2.912 3.573 2.570 -0.723
C -3.381 2.903 1.190 -0.703
C -2.063 2.754 0.245 -0.618
C -1.707 1.199 0.226 -0.680
C -0.392 0.830 -0.573 0.306
N -0.474 0.981 -1.989 -0.547
C 0.867 0.512 -2.359 0.369
N 1.166 0.474 -3.656 -0.029
C 2.509 -0.039 -4.075 -0.759
C 3.016 0.614 -5.447 0.168
C 4.591 0.346 -5.524 -1.130
O 2.276 -0.090 -6.496 -0.533
N 1.612 0.159 -1.209 0.119
N 0.851 0.339 -0.079 -0.168
H -1.484 5.866 2.026 0.257
H -1.851 5.973 3.865 0.277
H -2.683 7.138 2.652 0.349
H -4.273 5.112 3.447 0.296
H -4.001 5.360 1.645 0.298
H -3.245 2.914 3.444 0.388
H -1.773 3.654 2.671 0.354
H -4.214 3.455 0.656 0.460
H -3.778 1.847 1.411 0.377
H -2.337 3.091 -0.815 0.338
H -1.223 3.429 0.601 0.355
H -1.662 0.784 1.284 0.350
H -2.566 0.670 -0.319 0.293
H 0.474 0.795 -4.339 0.304
H 2.367 -1.162 -4.269 0.299
H 3.252 0.069 -3.223 0.299
H 2.783 1.725 -5.535 0.359
H 4.854 -0.756 -5.382 0.275
H 4.935 0.686 -6.550 0.345
H 5.076 1.005 -4.720 0.338
H 2.247 0.571 -7.221 0.364
H 2.576 -0.203 -1.205 0.245
H 1.100 0.147 0.899 0.237
C 0.107 -2.842 -1.437 -0.967
C -0.399 -3.383 -0.126 0.788
O 0.291 -3.354 0.875 -0.510
C -1.790 -3.958 -0.103 -1.124
H 1.120 -2.461 -1.302 0.115
H 0.128 -3.637 -2.185 0.525
H -0.535 -2.023 -1.773 0.228
H -1.854 -4.804 -0.790 0.354
H -2.515 -3.190 -0.381 0.308
H -2.020 -4.308 0.905 0.297
C 0.646 -4.631 3.589 -0.830
C 0.986 -4.817 5.045 0.709
O 0.426 -5.655 5.721 -0.549
C 2.047 -3.922 5.629 -1.068
H -0.133 -5.341 3.306 0.269
H 0.274 -3.619 3.420 0.249
H 1.529 -4.816 2.974 0.318
H 1.738 -2.878 5.551 0.295
H 2.993 -4.076 5.104 0.306
H 2.188 -4.168 6.683 0.304



[4]
52
Properties=species:S:1:pos:R:3:mulliken_charge:R:1 method="wB97M-V/def2-TZVPD" total_charge=0 relative_energy_kcal_mol=220.09
O 0.911 -2.004 -2.622 -0.492
C 0.751 -2.815 -1.743 -0.008
C 1.901 -3.485 -1.019 -0.922
C 2.087 -2.897 0.382 -0.487
C 1.013 -3.116 1.396 0.488
C 0.002 -3.980 1.181 -1.046
C -0.283 -1.552 2.847 -1.053
N 0.990 -2.239 2.509 -0.185
H -0.274 -3.030 -1.385 0.351
H 1.727 -4.573 -0.923 0.338
H 2.840 -3.451 -1.590 0.434
H 2.149 -1.820 0.321 0.112
H 3.118 -3.164 0.634 0.368
H -0.954 -3.921 1.706 0.254
H -0.013 -4.746 0.405 0.351
H 0.007 -0.709 3.444 0.391
H -0.883 -1.234 1.996 0.315
H -0.887 -2.232 3.457 0.414
H 1.459 -2.698 3.275 0.282
H -2.796 0.258 -1.973 0.376
H -2.553 -1.025 -2.222 0.466
O -3.277 -0.570 -1.741 -0.700
H 4.068 2.684 0.251 0.290
H 3.591 1.618 -0.737 0.308
O 3.615 2.565 -0.591 -0.609
H 0.573 3.730 -0.417 0.282
H -0.681 4.364 0.091 0.502
O -0.100 4.365 -0.695 -0.750
H 1.613 0.218 1.561 0.259
H 1.079 1.337 0.692 0.308
O 1.450 0.423 0.638 -0.551
H -0.861 2.284 -0.066 0.154
H -1.224 1.368 -1.029 0.574
O -1.685 1.800 -0.260 -0.557
H -2.223 3.593 1.797 0.390
H -2.920 4.293 0.651 0.332
O -2.195 4.417 1.270 -0.704
H -1.320 0.112 -3.034 0.280
H -0.166 0.820 -2.555 0.326
O -1.095 1.028 -2.754 -0.811
H -3.085 1.322 2.648 0.309
H -2.544 1.557 1.279 0.304
O -2.365 1.798 2.219 -0.791
H 1.155 2.067 -2.226 0.171
H -0.175 2.900 -1.934 0.421
O 0.238 2.018 -1.928 -0.630
H -0.570 2.380 1.925 0.342
H 0.612 3.300 2.237 0.246
O 0.225 2.752 1.533 -0.551
H -1.098 -2.630 -2.757 0.259
H 0.013 -1.763 -3.072 0.815
O -0.957 -1.714 -3.075 -0.965



Calculated values (eV) of gap between HOMO and LUMO for the records, taken in order: 8.27 7.07 8.15 8.92.
Calculated values (Eh/bohr) of max |F| for the records, taken in order: 0.200 0.108 0.135 0.235.